Computed, not measured: a gas-phase ion, C6H11N2O2 (charge +1), with ωB97M-V/def2-TZVPD.

* SMILES string: O=C(N1CC1)[N+]1(CO)CC1
* E_tot: -13464.86316 eV
* charge: +1
* max |F|: 6.17 eV/Å
* orbital gap: 10.921 eV
* LUMO: -3.2 eV
* energy relative to the best compared isomer or geometry (same formula, charge and spin): 508.5 kJ/mol

Cartesian coordinates (Å):
O 0.4075 -1.9238 -0.1280
C 0.3641 -0.7649 -0.0237
N 1.6170 0.1014 0.2423
C 2.8369 -0.6500 0.0040
C 2.5173 0.5007 -0.8526
N -0.8142 -0.0572 0.1550
C -2.0917 -0.9905 -0.1188
O -3.0670 -0.3696 -0.8826
C -1.0344 1.4217 0.0158
C -0.8260 0.8407 1.3324
H 2.7797 -1.6119 -0.6277
H 3.6997 -0.5548 0.6099
H 3.0129 1.5340 -0.7698
H 2.3480 0.2772 -1.9224
H -1.5882 -1.7049 -0.7126
H -2.3601 -1.3058 0.8373
H -3.8526 -0.0786 -0.2904
H -2.0189 1.7124 -0.3903
H -0.1513 1.9404 -0.3922
H -0.0279 1.1234 1.8962
H -1.7509 0.5601 2.0180